[1]
DFT (the ωB97M-V functional and the def2-TZVPD basis) results for one molecule with the formula C16H27N3O3S in a non-equilibrium geometry.

ORCA input file:
```
! wB97M-V def2-TZVPD RIJCOSX def2/J DEFGRID3
* xyz 0 1
C -8.5372 -0.3175 0.0666
C -7.2477 -0.0229 -0.0035
C -6.6372 0.7105 -1.1555
C -6.3046 -0.4207 1.0853
S -5.0693 -1.6640 0.5160
C -3.7617 -0.6026 0.1581
N -3.7009 0.6835 0.3186
N -2.4671 1.0593 -0.0844
C -1.8378 0.0016 -0.4672
C -0.4656 -0.1127 -1.0101
C 0.3530 1.1602 -0.8035
C 0.6550 1.4073 0.6729
C 1.4109 2.7129 0.9198
C 2.8085 2.7432 0.2903
N 3.6389 1.6478 0.7302
C 3.8396 0.5441 -0.0286
O 3.5335 0.4552 -1.1946
O 4.4473 -0.4020 0.7125
C 4.8054 -1.6745 0.1229
C 3.5507 -2.4012 -0.3631
C 5.4594 -2.4455 1.2704
C 5.7992 -1.4721 -1.0202
O -2.6140 -1.1121 -0.3383
H -9.2268 -0.0192 -0.7041
H -8.9558 -0.8595 0.8975
H -6.0216 0.0299 -1.7444
H -5.9911 1.5096 -0.7966
H -7.4042 1.1249 -1.8034
H -5.7125 0.4250 1.4327
H -6.8268 -0.8952 1.9143
H 0.0237 -0.9676 -0.5356
H -0.5417 -0.3366 -2.0785
H 1.2863 1.0498 -1.3557
H -0.2022 2.0080 -1.2055
H -0.2870 1.4493 1.2217
H 1.2389 0.5706 1.0654
H 0.8351 3.5464 0.5158
H 1.5073 2.8639 1.9980
H 2.7427 2.6660 -0.7956
H 3.3039 3.6850 0.5458
H 3.8526 1.5738 1.7124
H 2.8388 -2.5035 0.4539
H 3.0855 -1.8429 -1.1708
H 3.8167 -3.3907 -0.7238
H 4.7575 -2.5585 2.0926
H 6.3305 -1.9059 1.6322
H 5.7671 -3.4291 0.9285
H 5.3326 -0.9154 -1.8280
H 6.6663 -0.9184 -0.6665
H 6.1256 -2.4375 -1.3969
*
```

Summary:
frontier orbital gap: 9.4 eV
energy above the lowest of the compared OMol25 structures with the same formula, charge and spin: 42.3 kcal/mol
maximum force: 0.03047 hartree/bohr

***

[2]
DFT (the ωB97M-V functional and the def2-TZVPD basis) results for C16H27N8PPd as an isolated structure in a non-equilibrium geometry.

ORCA input file:
```
! wB97M-V def2-TZVPD RIJCOSX def2/J DEFGRID3
* xyz 2 1
Pd -0.5429 0.7504 0.1920
C -2.0171 -4.3497 0.0079
N -2.3285 -2.9372 0.1861
C -3.5563 -2.4176 0.4657
C -3.4034 -1.0614 0.5508
N -2.0979 -0.7574 0.3266
C -1.4552 -1.9030 0.1071
P 0.3107 -2.1295 -0.2799
C 0.9911 -1.2458 1.1927
N 0.3981 -0.2813 1.9098
C 1.0693 -0.1856 3.0849
C 2.0682 -1.1231 3.1059
N 2.0116 -1.7872 1.9207
C 2.9400 -2.8361 1.5198
C 0.3569 -0.9967 -1.7346
N -0.3677 0.1142 -1.9382
C -0.2500 0.4346 -3.2510
C 0.5416 -0.4968 -3.8690
N 0.9152 -1.3930 -2.9164
C 1.7874 -2.5341 -3.1597
H -2.9198 -4.9330 0.1629
H -1.2687 -4.6688 0.7302
H -1.6484 -4.5376 -0.9984
H -4.4318 -3.0340 0.5786
H -4.1528 -0.3163 0.7566
H 0.7760 0.5061 3.8567
H 2.7970 -1.3454 3.8672
H 3.0876 -3.5317 2.3424
H 3.9048 -2.4039 1.2573
H 2.5455 -3.3766 0.6652
H -0.7487 1.2888 -3.6771
H 0.8488 -0.5899 -4.8972
H 1.5872 -2.9333 -4.1506
H 1.6088 -3.3088 -2.4204
H 2.8352 -2.2392 -3.1131
N -1.9078 2.4407 0.8641
C -1.3184 3.5959 1.5753
C -0.6979 4.6253 0.6363
C 0.7701 4.4195 0.2564
C 1.0662 3.3022 -0.7436
N 1.2785 1.9801 -0.0944
H -2.4869 2.7619 0.0968
H -2.5156 1.9378 1.4990
H -0.5760 3.2096 2.2772
H -2.0918 4.0928 2.1652
H -0.7717 5.5961 1.1257
H -1.2948 4.6926 -0.2792
H 1.3736 4.2791 1.1594
H 1.1182 5.3483 -0.1965
H 1.9644 3.5657 -1.3046
H 0.2455 3.2051 -1.4555
H 1.8225 2.1090 0.7529
H 1.8305 1.3983 -0.7157
*
```

Summary:
frontier orbital gap (alpha / beta): 7.7 / 7.8 eV
energy above the lowest of the compared OMol25 structures with the same formula, charge and spin: 34.4 kcal/mol
maximum force: 0.03219 hartree/bohr